No. 1
99
Properties=species:S:1:pos:R:3 method="wB97M-V/def2-TZVPD" s2=6.0760 homo_ev="-5.8 / -7.0" multiplicity=5
Cr 0.65632 -0.42682 0.98020
C 1.92432 4.64898 1.35460
S 1.25460 3.94853 2.89135
C 1.02214 2.28831 2.38540
S 1.95122 1.60585 1.08081
N 0.17076 1.59415 3.07891
N -0.08746 0.38535 2.64482
C -0.78558 -0.47456 3.38336
C -1.21399 -1.63492 2.73837
C -2.07145 -2.57897 3.35179
C -2.54469 -3.63871 2.63231
C -2.14422 -3.77286 1.29043
C -1.26384 -2.85112 0.76480
N -0.79464 -1.80142 1.43066
H 2.09335 5.70427 1.53569
H 1.19831 4.51159 0.55597
H 2.85354 4.14446 1.10608
H -1.03735 -0.23945 4.40975
H -2.34060 -2.42080 4.38515
H -3.21550 -4.35547 3.07932
H -2.49885 -4.58978 0.68648
H -0.92708 -2.94923 -0.26158
C 2.04664 -1.97170 -1.00420
Si 2.49198 -2.85189 0.64158
C 1.58541 -4.55427 0.70753
C 4.37936 -3.17644 0.58784
N 2.02834 -1.66124 1.81262
C 2.71139 -1.61130 2.99904
C 3.34230 -2.75054 3.52752
C 4.16795 -2.67487 4.62710
C 4.38636 -1.46664 5.26939
C 3.72404 -0.34336 4.80319
C 2.89010 -0.41331 3.70665
H 1.84723 -2.67118 -1.81010
H 2.85437 -1.31860 -1.32521
H 1.15119 -1.35025 -0.85463
H 2.30642 -5.36792 0.68489
H 0.91415 -4.68989 -0.13780
H 0.99599 -4.66844 1.61316
H 4.76126 -3.12729 -0.42805
H 4.62319 -4.15485 0.98924
H 4.92755 -2.44536 1.17356
H 3.16610 -3.70483 3.05633
H 4.66273 -3.56635 4.98228
H 5.06381 -1.40130 6.10934
H 3.87897 0.60985 5.28886
H 2.39904 0.48179 3.36331
C -2.97043 -1.65020 -4.01127
C -3.33229 -1.92166 -2.55390
C -2.87749 -0.76546 -1.64944
C -1.61945 -0.08773 -2.20468
C -0.75706 -1.13463 -2.91107
C -1.44965 -1.61242 -4.19155
P -0.65304 0.79751 -0.85935
C -1.84878 1.96400 -0.01760
C -2.67932 2.95235 -0.85174
C -3.83279 3.51736 -0.00249
C -3.39573 3.64066 1.45775
C -3.16868 2.24549 2.06326
C -2.78514 1.25107 0.96252
C 0.38437 2.03407 -1.84499
C -0.22282 2.69239 -3.10304
C 0.45228 2.21708 -4.38855
C 1.93869 2.58755 -4.40985
C 2.55967 2.46674 -3.01244
C 1.77761 1.47084 -2.16458
H -3.41061 -0.69830 -4.31457
H -3.40053 -2.42206 -4.64796
H -2.86109 -2.85416 -2.23455
H -4.41170 -2.05274 -2.45730
H -2.68244 -1.15303 -0.64561
H -3.67584 -0.02419 -1.57144
H -1.91617 0.65142 -2.95494
H -0.60149 -1.97953 -2.23774
H 0.22059 -0.72585 -3.16691
H -1.07245 -2.60372 -4.45034
H -1.20209 -0.94485 -5.01896
H -1.14091 2.53907 0.60026
H -3.09152 2.46973 -1.74052
H -2.04423 3.77659 -1.17922
H -4.70987 2.86839 -0.06447
H -4.13168 4.49179 -0.39423
H -4.14443 4.18712 2.03494
H -2.46954 4.21933 1.49463
H -4.07417 1.89806 2.56395
H -2.37297 2.29391 2.80988
H -3.68153 0.92030 0.43688
H -2.31326 0.37021 1.40253
H 0.54628 2.81653 -1.09042
H -0.09180 3.77526 -3.04694
H -1.29521 2.51858 -3.17925
H -0.04432 2.67013 -5.25003
H 0.34806 1.13668 -4.48100
H 2.06026 3.60752 -4.77736
H 2.46193 1.93214 -5.10912
H 2.54408 3.43623 -2.51131
H 3.60113 2.14632 -3.08907
H 2.30375 1.29778 -1.22572
H 1.72868 0.52312 -2.69918



No. 2
108
Properties=species:S:1:pos:R:3 method="wB97M-V/def2-TZVPD" homo_ev=-7.6
C 3.14078 4.75020 2.40453
C 1.98482 4.37098 1.44662
C 2.03070 2.86010 1.20286
O 0.74441 2.31260 0.94118
C 0.35008 1.73434 -0.26922
N -1.08005 2.11980 -0.49388
O -1.67471 2.71568 0.63370
C -1.46925 2.83711 -1.69510
C -2.33994 1.98261 -2.59084
N -2.24504 1.90363 -3.84752
P 1.59608 2.01789 -1.69775
C 1.66095 3.85957 -1.83254
O 0.92472 1.59915 -3.14425
C 0.32623 0.18292 0.08219
I -0.34771 -1.00683 -1.61935
C -0.65627 -0.07492 1.24226
C -2.12177 -0.41844 0.96749
C -2.94991 -0.12998 2.25270
C -4.07792 -1.14706 2.47172
C -5.34580 -0.53698 3.06960
C -6.05731 0.48816 2.18256
C -6.41096 -0.00677 0.78171
O -7.81866 0.13302 0.57098
C -8.14442 0.54319 -0.73115
O 1.63218 -0.05534 0.58400
C 2.40544 -1.21791 0.41469
I 4.00874 -0.75709 1.90072
C 3.18119 -1.12766 -0.92488
C 4.02638 -2.25059 -1.52352
C 5.34504 -2.62012 -0.85778
I 6.80840 -1.06959 -0.97478
C 1.69692 -2.51628 0.89992
I 1.72535 -2.68040 3.07844
C 2.19367 -3.87444 0.40297
C 1.46493 -4.31181 -0.87640
H 3.89451 3.96050 2.42188
H 3.66616 5.63317 2.04894
H 2.79639 4.89524 3.42424
H 2.15658 4.93907 0.54012
H 1.04427 4.62618 1.92764
H 2.34226 2.43458 2.15876
H 2.82979 2.58685 0.51173
H -1.42393 3.65190 0.64116
H -2.11456 3.68093 -1.43905
H -0.69150 3.23993 -2.33963
H -3.11566 1.38663 -2.11485
H -1.49144 2.51057 -4.18510
H 0.76485 4.34450 -1.45078
H 1.75385 4.09536 -2.89201
H 2.54465 4.20687 -1.31123
H -0.01582 1.37674 -3.14549
H -0.65629 0.79696 1.89083
H -0.25885 -0.89197 1.84120
H -2.26807 -1.48006 0.77663
H -2.56008 0.20290 0.19370
H -2.29989 -0.04409 3.12298
H -3.41109 0.84998 2.11907
H -3.72321 -1.91125 3.16492
H -4.32978 -1.61626 1.52138
H -6.05592 -1.35156 3.24001
H -5.15830 -0.09596 4.04963
H -7.01423 0.71085 2.65646
H -5.52673 1.43836 2.14174
H -6.15743 -1.05854 0.63869
H -5.91115 0.60548 0.02736
H -7.58842 -0.00592 -1.49662
H -9.20503 0.36417 -0.89158
H -7.96364 1.61388 -0.87647
H 3.87064 -0.29353 -0.80280
H 2.51459 -0.77244 -1.70807
H 3.48393 -3.17186 -1.69698
H 4.29952 -1.90909 -2.52435
H 5.78954 -3.44837 -1.40222
H 5.25697 -2.93169 0.17736
H 0.62199 -2.49301 0.76052
H 3.27380 -3.94916 0.32040
H 1.89222 -4.60850 1.14656
H 1.66414 -5.35451 -1.11523
H 0.39146 -4.23510 -0.69455
H 1.65661 -3.66467 -1.72687
C 0.98917 6.25061 -7.00581
C -0.22879 5.60417 -6.84138
C -0.85394 5.60452 -5.60531
C -0.24138 6.26056 -4.55355
C 0.97326 6.90527 -4.69315
C 1.59023 6.89646 -5.93321
N -0.90886 6.27695 -3.24232
O -1.96215 5.67690 -3.14060
O -0.36705 6.87503 -2.33534
H 1.47171 6.25162 -7.97394
H -0.69426 5.10058 -7.67696
H -1.80122 5.10477 -5.46588
H 1.42990 7.40532 -3.85234
H 2.53987 7.39639 -6.06301
C 2.84631 -10.16893 3.90870
C 2.15440 -9.85937 5.07206
C 1.84946 -8.54114 5.36957
C 2.24423 -7.55382 4.48731
C 2.93878 -7.83879 3.32707
C 3.24070 -9.15990 3.03993
N 1.90621 -6.15285 4.78760
O 1.31248 -5.92098 5.81950
O 2.23541 -5.30432 3.97752
H 3.07837 -11.20004 3.67788
H 1.84925 -10.64586 5.74811
H 1.31216 -8.28816 6.27102
H 3.23869 -7.04563 2.65864
H 3.78209 -9.40220 2.13601